[1]
11 unconnected molecules or ions with the total composition C35H49FN10O26S at a distorted geometry. Source: the OMol25 dataset; level of theory: ωB97M-V with the def2-TZVPD basis set.

Each line ends with the Mulliken charge.
Element x y z (Å)
S1 1.34 3.84 -1.37  1.204
F1 1.68 2.32 -2.05  -0.244
O1 -0.45 0.23 3.60  -0.536
O2 -0.94 9.06 -3.70  -0.560
O3 -1.26 2.39 -2.48  -0.562
O4 -4.14 1.20 1.51  -0.619
O5 -3.37 5.73 0.01  -0.516
O6 -1.65 9.55 -1.70  -0.550
O7 4.00 -11.40 -2.70  -0.490
O8 4.03 11.26 2.92  -0.511
O9 2.67 4.34 -0.84  -0.646
O10 0.72 4.76 -2.37  -0.562
O11 7.18 -8.43 0.36  -0.544
O12 1.95 6.06 4.14  -0.515
O13 1.79 -7.40 0.85  -0.519
O14 -3.55 -2.40 -5.39  -0.506
O15 -4.99 -3.39 -4.10  -0.516
O16 5.62 -9.93 0.63  -0.548
O17 0.11 3.50 7.51  -0.504
O18 -5.78 -2.29 -1.33  -0.412
O19 3.76 -7.42 -0.08  -0.516
O20 -0.59 3.84 5.48  -0.523
O21 2.62 10.25 4.23  -0.510
O22 0.02 -1.04 1.90  -0.509
O23 -6.02 -0.09 -0.60  -0.571
O24 4.55 -9.61 -3.80  -0.516
O25 -5.53 5.82 0.20  -0.580
O26 1.92 7.20 2.29  -0.515
N1 2.91 11.05 3.35  0.868
N2 -0.51 4.12 6.67  0.792
N3 -1.37 8.76 -2.59  0.928
N4 2.39 6.91 3.38  0.924
N5 0.30 -0.21 2.74  0.983
N6 3.81 -10.55 -3.55  0.864
N7 6.54 -9.41 0.01  0.920
N8 -4.50 5.28 -0.14  0.975
N9 -4.68 -2.59 -4.98  0.894
N10 3.00 -7.58 0.87  0.910
C1 -0.99 -3.31 -3.07  -1.236
C2 0.61 4.16 1.49  -0.382
C3 3.09 -2.18 -2.98  -0.602
C4 -1.82 2.15 1.23  0.723
C5 -1.51 2.79 2.60  -0.826
C6 3.60 -8.02 2.15  -0.768
C7 -1.24 5.34 7.13  -0.769
C8 0.41 -5.65 -1.25  -0.954
C9 -0.29 3.79 2.69  -0.482
C10 -3.01 1.08 0.98  -0.517
C11 2.80 -4.40 -1.55  -0.241
C12 1.58 -2.23 -3.28  -0.415
C13 1.69 0.33 2.72  -0.757
C14 -1.57 7.31 -2.32  -0.488
C15 -2.60 -0.13 0.00  0.969
C16 -1.19 -0.77 -2.23  -0.756
C17 -1.71 0.26 -1.21  0.144
C18 0.30 3.50 0.11  0.153
C19 -2.52 -2.70 -0.81  -1.123
C20 -5.77 -1.80 -5.60  -0.799
C21 6.91 -10.04 -1.29  -0.434
C22 -1.60 -2.27 -1.99  1.087
C23 -1.27 1.81 -1.37  -0.325
C24 -3.02 -1.60 0.20  0.823
C25 1.81 11.85 2.77  -0.741
C26 0.60 -3.34 -2.75  0.608
C27 -5.50 -1.65 1.23  -0.413
C28 -3.93 -1.93 1.47  -0.980
C29 3.73 -3.28 -2.07  -0.620
C30 -4.62 3.96 -0.81  -0.423
C31 2.56 -10.67 -4.35  -0.756
C32 -5.78 -1.30 -0.31  0.542
C33 -0.90 2.53 0.02  0.853
C34 1.26 -4.44 -1.87  0.669
C35 3.60 7.64 3.83  -0.800
H1 -0.50 6.02 7.55  0.293
H2 1.72 -10.62 -3.66  0.282
H3 1.77 11.64 1.70  0.304
H4 -3.63 3.59 -1.06  -0.047
H5 2.37 -0.51 2.87  0.282
H6 0.15 -5.40 -0.16  0.179
H7 -5.11 3.28 -0.10  0.243
H8 1.13 -6.56 -1.23  0.321
H9 -0.51 -5.92 -1.87  0.310
H10 4.08 -8.98 1.97  0.262
H11 -5.22 4.10 -1.71  0.357
H12 -0.54 -0.42 -3.10  0.299
H13 -1.47 -4.34 -2.92  0.211
H14 2.81 -8.12 2.89  0.334
H15 2.60 -11.63 -4.87  0.287
H16 2.03 12.91 2.95  0.287
H17 -1.95 7.20 -1.31  0.230
H18 -0.07 4.22 3.73  0.760
H19 -6.71 -2.08 -5.14  0.312
H20 1.80 1.06 3.52  0.294
H21 7.21 -11.07 -1.08  0.282
H22 -5.78 -2.03 -6.66  0.308
H23 -0.60 6.82 -2.43  0.212
H24 -5.78 -0.74 1.85  0.252
H25 -3.54 -1.25 2.32  0.173
H26 -3.69 -3.01 1.80  0.504
H27 -6.07 -2.59 1.56  0.367
H28 4.39 6.91 3.98  0.314
H29 4.32 -7.27 2.45  0.302
H30 4.84 -3.18 -1.85  0.346
H31 -1.74 5.79 6.28  0.301
H32 -2.82 -3.79 -0.65  0.259
H33 -5.52 -1.81 -2.15  0.229
H34 3.35 8.15 4.75  0.323
H35 -5.55 -0.75 -5.42  0.311
H36 6.04 -10.01 -1.93  0.022
H37 7.74 -9.48 -1.72  0.298
H38 1.51 4.86 1.54  0.235
H39 -1.96 5.02 7.88  0.294
H40 3.29 -5.20 -0.89  0.064
H41 -1.21 -3.00 -4.14  0.364
H42 3.70 -1.31 -3.40  0.307
H43 -2.15 2.52 3.52  0.323
H44 0.87 11.57 3.25  0.313
H45 1.85 0.79 1.75  0.272
H46 1.16 -1.38 -3.94  0.251
H47 -2.29 6.94 -3.05  0.270
H48 3.87 8.36 3.05  0.261
H49 2.53 -9.85 -5.07  0.319

As for the multiplicity: 1. The LUMO energy is -1.1 eV. The SMILES is Cc1ccccc1Cc1cc(CCC(=O)O)c2c(c1)C(=O)c1c(cccc1S(=O)(=O)F)C2=O.C[N+](=O)[O-].C[N+](=O)[O-].C[N+](=O)[O-].C[N+](=O)[O-].C[N+](=O)[O-].C[N+](=O)[O-].C[N+](=O)[O-].C[N+](=O)[O-].C[N+](=O)[O-].C[N+](=O)[O-]. The calculation puts the orbital gap at 0.25861 hartree. The value obtained for the highest occupied orbital energy is -0.301 hartree.

---

[2]
12 unconnected molecules or ions with the total composition C35H49N11O10S at a distorted geometry. Source: the OMol25 dataset; level of theory: ωB97M-V with the def2-TZVPD basis set.

Each line ends with the Mulliken charge.
Element x y z (Å)
S1 0.25 -0.04 0.34  -0.045
O1 0.56 1.23 0.92  -0.799
O2 -4.21 -1.50 -3.92  -0.634
O3 1.95 4.31 -2.03  -0.536
O4 -4.92 -3.10 -2.57  -0.584
O5 -0.68 -0.68 1.18  -0.473
O6 -0.31 0.08 -0.96  0.052
O7 3.17 3.41 -3.61  -0.613
O8 1.45 -0.79 0.32  -0.925
O9 -5.10 3.31 1.40  -0.664
O10 -4.02 2.42 2.99  -0.545
N1 0.09 3.62 1.95  0.553
N2 2.81 1.59 2.31  0.491
N3 -3.09 -1.61 0.84  1.238
N4 -4.07 2.72 1.87  0.982
N5 3.70 -0.93 -0.77  0.576
N6 1.52 -3.32 0.34  0.783
N7 -0.73 -1.74 3.56  0.497
N8 -1.47 2.15 -2.12  1.132
N9 -4.06 -2.38 -3.10  1.072
N10 2.31 3.30 -2.71  0.838
N11 0.28 -0.92 -3.22  0.557
C1 -5.32 -1.99 0.16  -1.137
C2 0.63 -2.22 -3.38  -0.528
C3 3.23 0.91 3.35  -0.063
C4 -2.21 4.35 -2.59  -1.353
C5 -2.01 -1.69 4.23  -0.798
C6 -3.65 -2.68 1.62  -1.053
C7 -0.79 3.97 2.87  -0.305
C8 -0.17 -0.23 -4.39  -0.093
C9 -0.62 5.51 3.01  -0.783
C10 0.45 5.82 2.02  -0.928
C11 0.36 -2.21 4.30  -0.411
C12 -3.04 2.15 0.89  -0.556
C13 1.83 1.89 -2.14  0.508
C14 -1.70 -2.33 5.67  -0.977
C15 0.52 -2.54 -4.89  -1.049
C16 4.69 1.31 3.60  -0.697
C17 4.79 -0.15 -0.43  -0.152
C18 -1.18 3.55 -1.85  -0.799
C19 0.57 -5.45 0.88  -1.066
C20 5.27 -1.56 -2.47  -1.342
C21 3.74 2.53 1.84  -0.509
C22 5.79 -0.49 -1.47  -0.614
C23 3.87 -1.77 -1.87  -0.273
C24 0.05 -1.23 -5.48  -1.393
C25 5.03 2.31 2.55  -0.471
C26 2.59 -4.20 0.28  -0.276
C27 -3.05 3.33 -3.49  -1.486
C28 -4.00 -1.03 0.03  -0.072
C29 2.02 -5.57 0.67  -0.479
C30 -2.70 -2.69 -2.71  -0.128
C31 0.31 -3.94 0.78  -0.440
C32 -4.98 -2.98 1.11  -0.891
C33 0.80 4.56 1.27  0.082
C34 -2.45 2.01 -3.14  0.104
C35 -0.26 -2.68 5.61  -0.832
H1 -2.44 -2.74 6.21  0.416
H2 3.38 3.30 1.10  0.124
H3 -2.90 -1.57 3.72  0.843
H4 1.01 -2.88 -2.66  0.592
H5 0.34 2.46 1.58  0.050
H6 -1.87 -2.74 -3.60  0.102
H7 3.63 -3.87 -0.03  0.377
H8 2.51 0.12 3.74  0.264
H9 -0.51 3.74 -1.15  1.071
H10 4.69 0.64 0.31  0.213
H11 -2.27 5.26 -2.43  0.775
H12 -5.56 -3.90 1.38  0.280
H13 -2.92 0.95 -3.51  0.215
H14 -1.13 6.05 3.87  0.272
H15 -2.20 -1.68 -2.29  -0.268
H16 -6.10 -1.93 -0.52  0.617
H17 -3.17 -3.19 2.27  1.088
H18 -3.72 2.06 0.18  0.653
H19 0.92 6.81 1.97  0.373
H20 1.64 -2.32 0.21  0.296
H21 -0.61 -1.30 2.51  -0.055
H22 1.25 1.57 -3.12  -0.228
H23 6.84 -0.14 -1.70  0.224
H24 5.90 2.94 2.34  0.403
H25 -0.96 1.41 -1.63  -0.055
H26 0.25 -3.30 6.23  0.467
H27 1.46 2.07 -1.14  -0.590
H28 3.14 -2.50 -2.07  0.434
H29 -1.53 3.26 3.34  0.554
H30 -2.40 1.24 1.25  -0.138
H31 -0.23 -1.21 -6.37  0.637
H32 1.26 -2.26 3.78  0.594
H33 -3.71 -0.14 -0.71  0.216
H34 -0.49 -3.19 0.88  0.812
H35 0.64 -3.51 -5.26  0.486
H36 1.99 1.27 1.93  0.320
H37 5.44 0.70 4.27  0.217
H38 -2.71 -3.62 -2.13  0.376
H39 -2.16 -1.17 1.08  -0.159
H40 0.24 -0.38 -2.07  -0.283
H41 2.74 1.47 -1.92  0.811
H42 5.73 -1.87 -3.23  0.728
H43 -3.51 3.70 -4.19  0.677
H44 1.62 4.42 0.44  -0.038
H45 2.80 -6.46 0.61  0.233
H46 -2.33 2.99 0.87  0.220
H47 2.74 -0.84 -0.36  0.482
H48 -0.25 -6.26 0.93  0.279
H49 -0.32 0.87 -4.33  0.330

As for the multiplicity: 1. The LUMO energy is 3.9 eV. The total charge is -2. The energy relative to the best compared isomer or geometry (same formula, charge and spin) comes out at 419.8 kJ/mol. The calculation puts the orbital gap at 0.26916 hartree. The value obtained for the highest occupied orbital energy is -0.125 hartree.

---

[3]
A molecular structure, C35H50AlN2P2 at a distorted geometry. Source: the OMol25 dataset; level of theory: ωB97M-V with the def2-TZVPD basis set.

Each line ends with the Mulliken charge.
Element x y z (Å)
P1 2.06 1.50 -1.19  0.986
P2 -0.86 -0.64 1.69  2.532
Al1 0.35 -0.36 -0.58  -0.599
N1 -1.18 0.86 -1.16  0.340
N2 1.67 -0.68 0.75  0.746
C1 1.49 -1.87 1.47  -0.387
C2 1.31 3.88 -2.63  -1.364
C3 4.88 1.85 1.80  -0.986
C4 -0.50 -1.64 -3.14  -0.114
C5 -1.15 -3.95 -3.32  -0.707
C6 -2.59 -1.06 2.14  0.857
C7 -2.95 -1.31 3.65  -1.432
C8 2.11 -4.09 2.20  -0.836
C9 -0.75 -4.15 -2.01  -0.946
C10 3.04 1.32 0.36  0.178
C11 3.24 1.18 -2.56  0.458
C12 -1.44 1.88 2.59  -1.571
C13 -0.24 -3.09 -1.27  0.161
C14 2.72 0.17 1.12  -0.128
C15 3.47 -0.07 2.28  -0.844
C16 1.72 3.36 -1.24  0.310
C17 -0.15 -1.79 -1.80  -0.001
C18 -0.02 -3.17 2.79  -0.884
C19 2.47 0.82 -3.87  -1.518
C20 -4.51 1.52 -0.29  -1.519
C21 2.39 -2.93 1.52  -0.392
C22 -0.36 0.78 2.68  1.470
C23 4.08 2.15 0.72  -0.522
C24 -2.31 1.04 -1.26  0.111
C25 -3.73 1.11 -1.52  1.939
C26 4.12 -0.03 -2.12  -1.379
C27 0.06 0.53 4.11  -1.634
C28 -2.98 -2.19 1.23  -0.868
C29 0.89 -4.23 2.89  -1.199
C30 0.24 -2.01 2.08  0.239
C31 0.61 3.76 -0.16  -1.278
C32 -1.00 -2.68 -3.87  -0.732
C33 -4.16 -0.24 -2.07  -1.357
C34 4.52 0.77 2.61  -0.879
C35 -3.85 2.20 -2.63  -1.785
H1 0.68 4.83 -0.14  0.620
H2 1.99 -0.18 -3.77  0.279
H3 5.07 0.58 3.50  0.460
H4 0.72 -5.18 3.40  0.444
H5 -2.61 -3.18 1.64  0.258
H6 0.46 3.28 -3.01  0.185
H7 -1.70 2.12 1.57  0.149
H8 3.26 -2.79 0.95  0.659
H9 0.81 3.42 0.83  0.213
H10 4.46 -0.63 -2.96  0.466
H11 3.25 0.79 -4.65  0.498
H12 1.68 1.52 -4.11  0.337
H13 4.30 3.05 0.12  0.263
H14 -4.86 2.31 -2.99  0.447
H15 -3.85 -1.04 -1.37  0.157
H16 -2.37 1.63 3.11  0.316
H17 3.59 -0.83 -1.61  0.203
H18 -3.17 -0.15 1.83  -0.279
H19 -0.37 3.47 -0.56  0.057
H20 5.66 2.53 2.13  0.401
H21 -3.48 3.17 -2.29  0.390
H22 0.47 1.47 4.50  0.498
H23 -0.44 -0.68 -3.61  0.568
H24 -3.20 1.99 -3.50  0.382
H25 -2.32 -2.10 4.10  0.168
H26 -0.84 -5.15 -1.60  0.482
H27 -4.13 2.44 0.05  0.442
H28 -5.24 -0.27 -2.20  0.448
H29 0.04 -3.30 -0.22  0.199
H30 3.23 -0.84 2.98  0.447
H31 0.47 1.24 2.17  -0.560
H32 -4.06 -2.33 1.17  0.586
H33 -2.79 -0.40 4.18  0.358
H34 -2.62 -2.04 0.18  -0.248
H35 -3.94 -1.68 3.77  0.534
H36 4.94 0.22 -1.50  0.402
H37 -1.50 -4.75 -3.98  0.372
H38 2.66 3.84 -0.94  0.452
H39 -5.59 1.65 -0.55  0.444
H40 0.88 -0.20 4.24  0.239
H41 -1.29 -2.49 -4.92  0.392
H42 -1.01 2.77 3.04  0.509
H43 3.85 2.08 -2.69  0.756
H44 -4.46 0.77 0.50  0.187
H45 -3.68 -0.44 -3.02  0.378
H46 2.19 3.83 -3.29  0.373
H47 -0.78 0.30 4.75  0.305
H48 -1.04 -3.29 3.18  0.115
H49 1.02 4.99 -2.59  0.381
H50 2.90 -4.86 2.17  0.400

As for the multiplicity: 1. The LUMO energy is -1.9 eV. The total charge is +1. The energy relative to the best compared isomer or geometry (same formula, charge and spin) comes out at 0.0 kJ/mol. The calculation puts the orbital gap at 0.29498 hartree. The value obtained for the highest occupied orbital energy is -0.364 hartree.

---

[4]
A molecular structure, C35H50AlN7P at a distorted geometry. Source: the OMol25 dataset; level of theory: ωB97M-V with the def2-TZVPD basis set.

Each line ends with the Mulliken charge.
Element x y z (Å)
P1 -10.87 -5.01 12.12  -0.066
Al1 -13.69 -6.66 11.75  -2.097
N1 -13.39 -7.76 10.18  0.784
N2 -13.26 -7.80 13.25  -0.067
N3 -13.53 -9.79 14.63  0.217
N4 -15.16 -9.10 10.88  -1.380
N5 -15.26 -8.00 11.60  1.008
N6 -15.23 -5.55 12.14  1.002
N7 -12.26 -5.50 11.64  0.245
C1 -13.67 -9.96 9.17  -0.921
C2 -12.69 -10.90 17.29  -0.503
C3 -8.91 -3.07 11.15  -1.936
C4 -9.62 -4.82 9.56  -1.258
C5 -14.11 -8.92 10.06  0.663
C6 -15.73 -2.10 13.41  -0.780
C7 -16.41 -6.19 12.41  1.644
C8 -11.05 -3.99 13.77  2.443
C9 -9.78 -3.70 14.62  -1.736
C10 -16.44 -7.58 12.04  0.137
C11 -9.64 -6.41 12.51  2.278
C12 -15.42 -3.44 13.45  -0.053
C13 -12.05 -4.68 14.73  -1.417
C14 -15.55 -1.34 12.23  -0.545
C15 -8.14 -6.10 12.34  -1.855
C16 -18.80 -7.71 12.55  -0.555
C17 -17.58 -5.60 12.85  -0.957
C18 -11.18 -3.04 10.19  -1.820
C19 -12.72 -11.07 14.68  -0.514
C20 -14.28 -9.43 15.91  -0.755
C21 -12.75 -9.64 8.23  -0.282
C22 -17.65 -8.28 12.01  -0.989
C23 -10.04 -7.59 11.56  -1.372
C24 -12.26 -8.27 8.15  -0.713
C25 -15.17 -4.11 12.24  -0.321
C26 -11.68 -2.63 13.42  -1.846
C27 -13.33 -9.50 17.12  -0.658
C28 -18.73 -6.36 13.03  -0.656
C29 -13.33 -8.88 13.75  0.611
C30 -10.09 -3.94 10.73  2.200
C31 -14.95 -3.36 11.08  -0.204
C32 -15.12 -1.96 11.06  -0.682
C33 -12.91 -11.75 16.03  -0.923
C34 -9.85 -6.97 13.93  -1.600
C35 -12.62 -7.37 9.10  -0.169
H1 -11.08 -7.89 11.66  0.090
H2 -13.20 -11.41 18.17  0.245
H3 -11.64 -10.80 17.54  0.341
H4 -15.77 -0.30 12.30  0.463
H5 -11.66 -10.85 14.47  0.434
H6 -12.27 -6.33 9.12  0.345
H7 -9.38 -7.98 14.01  0.577
H8 -11.69 -2.52 11.02  0.315
H9 -9.45 -6.29 14.65  0.325
H10 -13.12 -11.70 13.86  0.361
H11 -11.94 -3.55 9.63  0.169
H12 -17.68 -9.32 11.75  0.486
H13 -14.67 -3.92 10.20  0.407
H14 -14.20 -10.91 9.25  0.515
H15 -16.13 -1.60 14.30  0.446
H16 -8.58 -2.51 10.28  0.567
H17 -8.70 -5.39 9.77  0.167
H18 -12.19 -12.56 15.99  0.427
H19 -11.50 -5.18 15.52  0.366
H20 -12.52 -2.71 12.74  0.050
H21 -13.91 -9.15 17.98  0.433
H22 -19.67 -5.96 13.40  0.417
H23 -12.76 -5.37 14.29  -0.142
H24 -15.53 -4.03 14.40  0.431
H25 -8.96 -3.44 13.95  0.254
H26 -14.70 -8.43 15.84  0.328
H27 -12.58 -8.73 17.09  0.241
H28 -7.56 -6.86 12.90  0.465
H29 -10.45 -5.53 9.31  -0.167
H30 -12.63 -3.89 15.21  0.540
H31 -9.14 -2.44 11.98  0.277
H32 -9.88 -7.34 10.50  0.244
H33 -9.43 -4.23 8.66  0.542
H34 -12.39 -10.39 7.53  0.441
H35 -9.48 -4.61 15.17  0.416
H36 -19.76 -8.24 12.56  0.416
H37 -13.87 -12.23 16.06  0.355
H38 -10.93 -7.15 14.20  -0.127
H39 -10.77 -2.26 9.53  0.513
H40 -14.93 -1.43 10.10  0.386
H41 -11.99 -2.03 14.30  0.635
H42 -11.60 -7.99 7.32  0.433
H43 -8.03 -3.72 11.44  0.251
H44 -7.92 -5.13 12.74  0.255
H45 -7.87 -6.06 11.28  0.323
H46 -9.97 -2.92 15.35  0.476
H47 -17.63 -4.50 13.04  0.404
H48 -9.35 -8.44 11.78  0.563
H49 -15.10 -10.14 15.90  0.426
H50 -10.97 -1.98 12.89  0.274

As for the multiplicity: 1. The LUMO energy (alpha / beta) is -4.5 / -4.4 eV. The total charge is +1. The energy relative to the best compared isomer or geometry (same formula, charge and spin) comes out at 0.0 kJ/mol. The calculation puts the orbital gap (alpha / beta) at 0.20633 / 0.21269 hartree. The value obtained for the highest occupied orbital energy (alpha / beta) is -0.372 / -0.374 hartree.

---

no.,total energy (Ha)
1,-4363.519425
2,-3115.100833
3,-2398.211742
4,-2330.615137